(1)
Below is 2 unconnected molecules or ions with the total composition C14H16, with properties calculated with the ωB97M-V functional and the def2-TZVPD basis.

Atoms and positions in Å:
C  0.517  3.711  0.168
C  0.049  2.742  -0.918
C  0.022  1.384  -0.638
C  -0.449  0.508  -1.619
C  -0.908  0.987  -2.831
C  -0.647  2.316  -3.170
C  -0.230  3.219  -2.204
H  0.149  4.708  -0.083
H  1.576  3.614  0.324
H  -0.118  3.528  1.040
H  0.275  0.980  0.326
H  -0.490  -0.544  -1.368
H  -1.467  0.370  -3.524
H  -1.054  2.644  -4.115
H  0.052  4.251  -2.382
C  -1.368  -2.377  3.339
C  -0.321  -2.315  2.255
C  0.777  -1.474  2.348
C  1.587  -1.227  1.251
C  1.378  -1.927  0.060
C  0.349  -2.853  0.019
C  -0.557  -2.995  1.058
H  -1.379  -1.458  3.918
H  -1.201  -3.128  4.118
H  -2.349  -2.517  2.893
H  0.954  -0.926  3.270
H  2.357  -0.481  1.239
H  2.054  -1.669  -0.743
H  0.219  -3.382  -0.920
H  -1.463  -3.558  0.883

Forces on atoms 1 to 2 (eV/Å):
-2.0742 -0.2300 -0.6561
0.9010 0.5594 0.4969

For the calculated total energy, the calculation gives -14777.1443 eV. The LUMO energy comes out at 0.9413 eV. As for the molar mass: 184.3 g mol⁻¹. As for the SMILES: Cc1ccccc1.Cc1ccccc1. Its frontier orbital gap is 9.9 eV.

natural (NBO) analysis output, partial charges in e: -0.640 0.008 -0.235 -0.189 -0.230 -0.203 -0.233 0.213 0.223 0.218 0.218 0.216 0.212 0.209 0.212 -0.632 -0.001 -0.230 -0.194 -0.232 -0.207 -0.221 0.215 0.221 0.218 0.209 0.211 0.220 0.211 0.214

=====

(2)
Below is 2 unconnected molecules or ions with the total composition C14H16, with properties calculated with the ωB97M-V functional and the def2-TZVPD basis.

Atoms and positions in Å:
C  -1.164  -4.205  1.476
C  -1.187  -2.828  2.031
C  -2.085  -1.849  1.678
C  -2.139  -0.588  2.332
C  -1.185  -0.246  3.270
C  -0.282  -1.261  3.634
C  -0.228  -2.481  3.026
H  -0.697  -4.936  2.138
H  -0.501  -4.208  0.600
H  -2.125  -4.630  1.198
H  -2.927  -2.048  1.034
H  -2.870  0.084  1.899
H  -1.120  0.773  3.618
H  0.547  -0.916  4.248
H  0.469  -3.226  3.387
C  2.153  0.202  -3.759
C  1.586  1.243  -2.841
C  0.305  1.190  -2.334
C  -0.334  2.311  -1.801
C  0.358  3.494  -1.658
C  1.741  3.538  -1.946
C  2.307  2.408  -2.524
H  3.207  0.020  -3.569
H  2.109  0.532  -4.807
H  1.511  -0.674  -3.823
H  -0.303  0.292  -2.355
H  -1.390  2.384  -1.575
H  -0.138  4.431  -1.438
H  2.286  4.470  -1.958
H  3.349  2.557  -2.795

Forces on atoms 1 to 2 (eV/Å):
0.6412 -0.6699 -0.7374
0.7594 0.3344 1.4021

For the calculated total energy, the calculation gives -14776.8957 eV. The LUMO energy comes out at 0.8767 eV. As for the molar mass: 184.3 g mol⁻¹. As for the SMILES: Cc1ccccc1.Cc1ccccc1. Its frontier orbital gap is 9.8 eV.

natural (NBO) analysis output, partial charges in e: -0.637 -0.003 -0.227 -0.194 -0.225 -0.204 -0.218 0.217 0.222 0.221 0.205 0.208 0.217 0.209 0.209 -0.634 -0.011 -0.214 -0.215 -0.217 -0.209 -0.212 0.222 0.221 0.220 0.209 0.214 0.208 0.213 0.204

=====

(3)
Below is 2 unconnected molecules or ions with the total composition C14H16, with properties calculated with the ωB97M-V functional and the def2-TZVPD basis.

Atoms and positions in Å:
C  -1.611  -2.923  3.566
C  -0.654  -1.855  3.231
C  -0.873  -1.049  2.166
C  0.023  -0.048  1.667
C  1.298  -0.250  2.108
C  1.567  -0.912  3.388
C  0.585  -1.741  3.941
H  -2.053  -2.584  4.530
H  -1.041  -3.879  3.705
H  -2.321  -3.214  2.856
H  -1.913  -1.000  1.731
H  -0.231  0.808  1.066
H  2.038  0.318  1.562
H  2.503  -0.882  3.897
H  0.666  -2.224  4.880
C  1.501  0.795  -4.516
C  0.634  1.123  -3.345
C  -0.672  0.704  -3.350
C  -1.579  1.086  -2.338
C  -1.158  2.017  -1.467
C  0.066  2.700  -1.608
C  1.023  2.123  -2.431
H  1.481  -0.285  -4.777
H  2.572  0.989  -4.425
H  1.180  1.308  -5.406
H  -0.969  0.112  -4.197
H  -2.532  0.676  -2.280
H  -1.878  2.169  -0.649
H  0.296  3.451  -1.068
H  2.054  2.467  -2.437

Forces on atoms 1 to 2 (eV/Å):
1.2063 -0.8766 2.5833
1.7795 -0.4294 -0.3294

For the calculated total energy, the calculation gives -14775.6425 eV. The LUMO energy comes out at 0.9249 eV. As for the molar mass: 184.3 g mol⁻¹. As for the SMILES: Cc1ccccc1.Cc1ccccc1. Its frontier orbital gap is 9.6 eV.

natural (NBO) analysis output, partial charges in e: -0.631 -0.024 -0.220 -0.199 -0.215 -0.209 -0.215 0.219 0.216 0.222 0.201 0.226 0.206 0.214 0.209 -0.633 -0.040 -0.188 -0.214 -0.218 -0.193 -0.191 0.216 0.217 0.220 0.202 0.211 0.209 0.193 0.209

=====

(4)
Below is 2 unconnected molecules or ions with the total composition C14H16, with properties calculated with the ωB97M-V functional and the def2-TZVPD basis.

Atoms and positions in Å:
C  -2.812  -3.655  -1.466
C  -2.276  -2.731  -0.406
C  -2.216  -3.147  0.918
C  -1.642  -2.312  1.873
C  -1.218  -1.044  1.500
C  -1.279  -0.639  0.177
C  -1.832  -1.465  -0.787
H  -2.068  -4.358  -1.852
H  -3.168  -3.097  -2.330
H  -3.597  -4.336  -1.127
H  -2.716  -4.050  1.242
H  -1.492  -2.671  2.880
H  -0.771  -0.401  2.246
H  -0.884  0.333  -0.076
H  -1.912  -1.159  -1.813
C  1.677  0.689  -2.073
C  1.817  1.626  -0.902
C  2.468  1.237  0.254
C  2.696  2.108  1.325
C  2.283  3.431  1.178
C  1.462  3.757  0.110
C  1.149  2.860  -0.900
H  2.287  -0.197  -1.895
H  2.097  1.135  -2.981
H  0.647  0.421  -2.307
H  3.022  0.304  0.270
H  3.193  1.711  2.194
H  2.747  4.180  1.806
H  1.015  4.746  0.078
H  0.394  3.064  -1.611

Forces on atoms 1 to 2 (eV/Å):
-0.1358 -0.5008 -0.2897
-0.4478 -0.4705 -0.6057

For the calculated total energy, the calculation gives -14777.2331 eV. The LUMO energy comes out at 0.9343 eV. As for the molar mass: 184.3 g mol⁻¹. As for the SMILES: Cc1ccccc1.Cc1ccccc1. Its frontier orbital gap is 9.9 eV.

natural (NBO) analysis output, partial charges in e: -0.629 -0.022 -0.212 -0.199 -0.226 -0.202 -0.213 0.219 0.212 0.216 0.209 0.211 0.213 0.215 0.207 -0.633 -0.001 -0.229 -0.193 -0.228 -0.206 -0.220 0.216 0.218 0.219 0.208 0.214 0.215 0.211 0.210

=====

(5)
Below is 2 unconnected molecules or ions with the total composition C14H16, with properties calculated with the ωB97M-V functional and the def2-TZVPD basis.

Atoms and positions in Å:
C  -3.143  1.557  3.833
C  -2.819  1.004  2.479
C  -3.066  -0.338  2.172
C  -2.501  -0.915  1.049
C  -1.839  -0.132  0.109
C  -1.703  1.235  0.323
C  -2.219  1.779  1.492
H  -2.238  1.614  4.434
H  -3.901  0.961  4.331
H  -3.504  2.584  3.773
H  -3.701  -0.886  2.867
H  -2.543  -1.986  0.902
H  -1.391  -0.639  -0.739
H  -1.192  1.857  -0.404
H  -2.165  2.855  1.637
C  3.065  -0.114  -3.973
C  2.658  -0.530  -2.582
C  3.093  -1.730  -2.053
C  2.768  -2.122  -0.758
C  1.965  -1.281  0.004
C  1.550  -0.038  -0.483
C  1.912  0.322  -1.770
H  2.503  0.731  -4.354
H  3.041  -0.942  -4.677
H  4.113  0.210  -3.906
H  3.780  -2.368  -2.605
H  3.081  -3.043  -0.286
H  1.736  -1.535  1.031
H  1.016  0.559  0.241
H  1.643  1.329  -2.088

Forces on atoms 1 to 2 (eV/Å):
-0.2514 0.4917 -0.3207
-0.2218 -0.4101 -0.6009

For the calculated total energy, the calculation gives -14777.4331 eV. The LUMO energy comes out at 0.9683 eV. As for the molar mass: 184.3 g mol⁻¹. As for the SMILES: Cc1ccccc1.Cc1ccccc1. Its frontier orbital gap is 9.8 eV.

natural (NBO) analysis output, partial charges in e: -0.627 -0.016 -0.212 -0.210 -0.222 -0.218 -0.209 0.222 0.215 0.215 0.207 0.213 0.221 0.215 0.204 -0.626 -0.025 -0.209 -0.209 -0.219 -0.213 -0.213 0.217 0.219 0.219 0.206 0.214 0.208 0.223 0.206

=====

(6)
Below is 2 unconnected molecules or ions with the total composition C14H16, with properties calculated with the ωB97M-V functional and the def2-TZVPD basis.

Atoms and positions in Å:
C  -1.025  -3.749  1.215
C  -0.515  -3.422  -0.213
C  0.048  -4.364  -1.012
C  0.908  -3.992  -2.012
C  1.198  -2.675  -2.123
C  0.417  -1.671  -1.566
C  -0.542  -2.084  -0.667
H  -0.669  -3.054  2.086
H  -0.832  -4.812  1.586
H  -2.188  -3.733  0.936
H  -0.116  -5.383  -1.106
H  1.315  -4.830  -2.683
H  2.098  -2.443  -2.682
H  0.503  -0.638  -1.871
H  -1.121  -1.324  -0.105
C  -0.186  2.371  3.168
C  -0.225  2.758  1.612
C  0.875  2.320  0.841
C  1.069  2.905  -0.457
C  0.277  3.933  -0.858
C  -0.841  4.338  -0.030
C  -1.227  3.680  1.115
H  0.856  2.286  3.498
H  -0.594  1.447  3.317
H  -0.664  3.233  3.615
H  1.741  1.654  1.262
H  1.807  2.341  -1.055
H  0.208  4.494  -1.853
H  -1.539  4.947  -0.739
H  -2.195  3.730  1.727

Forces on atoms 1 to 2 (eV/Å):
-2.3713 -0.5230 -0.4557
-0.4746 0.9241 2.3117

For the calculated total energy, the calculation gives -14774.3541 eV. The LUMO energy comes out at 0.8261 eV. As for the molar mass: 184.3 g mol⁻¹. As for the SMILES: Cc1ccccc1.Cc1ccccc1. Its frontier orbital gap is 9.5 eV.

natural (NBO) analysis output, partial charges in e: -0.651 -0.006 -0.243 -0.198 -0.229 -0.213 -0.217 0.233 0.224 0.226 0.214 0.216 0.205 0.222 0.216 -0.624 0.011 -0.238 -0.205 -0.240 -0.202 -0.248 0.214 0.213 0.215 0.222 0.215 0.224 0.212 0.230

=====

(7)
Below is 2 unconnected molecules or ions with the total composition C14H16, with properties calculated with the ωB97M-V functional and the def2-TZVPD basis.

Atoms and positions in Å:
C  -1.219  1.232  3.807
C  -1.471  -0.107  3.153
C  -0.808  -0.448  1.976
C  -0.988  -1.688  1.367
C  -1.666  -2.669  2.062
C  -2.244  -2.362  3.294
C  -2.317  -1.051  3.735
H  -1.023  1.147  4.871
H  -2.030  1.941  3.618
H  -0.363  1.683  3.303
H  -0.249  0.374  1.546
H  -0.524  -1.761  0.391
H  -1.811  -3.677  1.700
H  -2.710  -3.178  3.833
H  -3.001  -0.787  4.527
C  -0.741  1.838  -2.527
C  0.629  1.263  -2.736
C  0.908  -0.088  -2.834
C  2.183  -0.616  -3.070
C  3.279  0.228  -3.110
C  3.049  1.567  -2.791
C  1.765  2.077  -2.667
H  -1.276  1.877  -3.463
H  -0.624  2.870  -2.185
H  -1.360  1.376  -1.760
H  0.145  -0.860  -2.836
H  2.205  -1.662  -2.994
H  4.281  -0.015  -3.437
H  3.815  2.294  -2.641
H  1.661  3.113  -2.360

Forces on atoms 1 to 2 (eV/Å):
-0.1178 0.1843 -0.9533
-0.1762 -0.0811 0.2130

For the calculated total energy, the calculation gives -14776.8926 eV. The LUMO energy comes out at 0.8583 eV. As for the molar mass: 184.3 g mol⁻¹. As for the SMILES: Cc1ccccc1.Cc1ccccc1. Its frontier orbital gap is 9.8 eV.

natural (NBO) analysis output, partial charges in e: -0.630 -0.011 -0.223 -0.200 -0.233 -0.197 -0.214 0.221 0.219 0.213 0.206 0.216 0.214 0.210 0.210 -0.633 -0.009 -0.215 -0.208 -0.218 -0.207 -0.213 0.222 0.212 0.224 0.204 0.211 0.217 0.210 0.204